1.
The following is a quantum chemistry calculation of an isolated ion of composition C13H18NO and charge +1 at a distorted geometry, from OMol25.

Computed properties:
total charge = +1
E_tot = -635.80625 a.u.
SMILES = C[C@@]1([N+](C)(C)C)C=COc2ccccc21
energy above the lowest of the compared OMol25 structures with the same formula, charge and spin = 179.1 kJ/mol
orbital gap = 9.616 eV
LUMO energy = -2.561 eV

Last column: Löwdin charge in e.
Cartesian coordinates (Å):
C -1.022 -0.149 2.139  0.022
C -0.448 0.330 0.749  -0.362
N -1.341 0.052 -0.445  -0.290
C -0.760 0.431 -1.788  0.053
C -2.764 0.451 -0.241  0.029
C -1.315 -1.412 -0.641  -0.043
C -0.557 1.822 0.831  -0.029
C 0.382 2.581 0.269  -0.033
O 1.602 2.084 -0.165  0.033
C 1.919 0.729 -0.084  -0.176
C 3.210 0.363 -0.422  0.019
C 3.634 -0.955 -0.427  -0.009
C 2.711 -1.923 0.062  -0.024
C 1.422 -1.517 0.450  -0.053
C 0.947 -0.167 0.386  -0.090
H -1.807 0.537 2.425  0.079
H -0.157 -0.358 2.858  0.136
H -1.465 -1.184 1.975  0.095
H -1.541 0.265 -2.620  0.163
H -0.581 1.444 -1.762  0.076
H 0.117 -0.065 -1.875  0.076
H -3.404 0.257 -1.174  0.146
H -2.970 -0.111 0.685  0.105
H -2.730 1.580 -0.245  0.124
H -1.663 -1.757 -1.583  0.099
H -0.392 -1.915 -0.515  0.068
H -2.127 -1.944 0.049  0.158
H -1.476 2.170 1.198  0.101
H 0.374 3.595 0.136  0.115
H 3.872 1.098 -0.709  0.107
H 4.605 -1.094 -0.782  0.097
H 2.798 -2.998 0.277  0.119
H 0.927 -2.240 0.988  0.091

2.
The following is a quantum chemistry calculation of one molecule with the formula C13H18O4, from OMol25.

Computed properties:
E_tot = -807.07152 a.u.
SMILES = C=CCc1ccc(OC[C@@H](O)CO)c(OC)c1
energy above the lowest of the compared OMol25 structures with the same formula, charge and spin = 23.8 kJ/mol
orbital gap = 8.940 eV
LUMO energy = 0.779 eV

Last column: Löwdin charge in e.
Cartesian coordinates (Å):
C 4.573 0.754 -1.545  0.011
C 4.979 0.923 -0.302  -0.173
C 4.100 0.919 0.918  -0.167
C 2.657 0.638 0.614  -0.264
C 1.748 1.663 0.444  -0.040
C 0.423 1.393 0.129  -0.004
C -0.006 0.088 -0.025  -0.185
O -1.278 -0.294 -0.344  -0.036
C -2.287 0.690 -0.418  -0.143
C -3.597 -0.063 -0.679  -0.342
O -3.767 -1.085 0.278  -0.012
C -4.804 0.876 -0.555  -0.218
O -4.910 1.394 0.743  -0.053
C 0.912 -0.969 0.149  -0.188
O 0.396 -2.224 -0.009  -0.069
C 1.267 -3.320 0.116  -0.084
C 2.227 -0.679 0.463  0.025
H 5.262 0.772 -2.372  0.050
H 3.535 0.593 -1.788  0.058
H 6.029 1.086 -0.090  0.094
H 4.488 0.168 1.615  0.117
H 4.193 1.893 1.408  0.116
H 2.064 2.689 0.554  0.115
H -0.267 2.212 0.002  0.108
H -2.095 1.398 -1.234  0.142
H -2.364 1.239 0.530  0.142
H -3.567 -0.496 -1.691  0.154
H -2.918 -1.540 0.354  0.100
H -4.696 1.726 -1.231  0.127
H -5.710 0.315 -0.823  0.125
H -4.862 0.636 1.342  0.092
H 0.657 -4.203 -0.069  0.094
H 2.076 -3.278 -0.620  0.098
H 1.695 -3.382 1.123  0.097
H 2.944 -1.474 0.594  0.117